Record 1
7
Properties=species:S:1:pos:R:3:nbo_charge:R:1 method="wB97M-V/def2-TZVPD" total_charge=-1 homo_lumo_gap_ha=0.2348 lumo_ev=3.682 e_above_lowest_kcal_mol=93.4 total_energy_ha=-642.6339 smiles="[NH-]OC(O)=S" homo_ev=-2.71
N 0.22 0.40 -0.19 -0.782
O -1.06 0.86 0.11 -0.350
C -1.99 0.01 0.09 0.467
O -1.28 -1.56 0.01 -0.816
S -3.59 0.07 -0.04 -0.271
H 0.74 1.25 -0.28 0.282
H -0.44 -1.34 -0.19 0.471



Record 2
77
Properties=species:S:1:pos:R:3:mulliken_spin:R:1 method="wB97M-V/def2-TZVPD" homo_lumo_gap_ha="0.2233 / 0.2033" multiplicity=2 lumo_ev="-1.556 / -2.111" s_squared=1.760 e_above_lowest_kcal_mol=15.8 total_energy_ha=-4824.6074 homo_ev="-7.63 / -7.64"
C 2.35 -4.00 0.07 0.000
C 2.10 -3.49 -1.35 0.000
P 1.21 -1.89 -1.35 -0.001
C 1.01 -1.46 -3.13 -0.001
C -0.44 -2.23 -0.57 -0.027
C -1.25 -0.95 -0.44 0.049
C -2.58 -1.26 0.24 -0.004
C -2.36 -1.74 1.70 0.023
C -3.35 0.07 0.34 0.000
N -3.40 -2.19 -0.56 0.383
O -4.03 -1.63 -1.52 0.545
C -2.71 -3.47 -0.94 0.012
C -3.47 -4.04 -2.15 -0.010
C -2.80 -4.54 0.15 0.031
C -1.25 -3.25 -1.39 0.029
H 2.95 -4.90 -0.01 0.000
H 1.43 -4.30 0.55 0.000
H 2.90 -3.28 0.67 0.000
H 1.45 -4.23 -1.84 0.001
H 3.01 -3.39 -1.93 0.000
H 1.72 -2.05 -3.70 0.000
H 0.03 -1.55 -3.60 0.000
H 1.35 -0.40 -3.12 0.000
H -0.22 -2.69 0.39 0.002
H -1.43 -0.60 -1.46 0.003
H -0.72 -0.20 0.15 -0.004
H -2.87 -2.67 1.92 -0.017
H -2.77 -1.00 2.38 0.002
H -1.31 -1.81 1.94 0.000
H -4.37 -0.08 0.67 -0.008
H -3.31 0.63 -0.59 0.001
H -2.85 0.69 1.09 0.000
H -3.26 -3.49 -3.06 0.004
H -3.11 -5.06 -2.33 0.000
H -4.54 -4.09 -1.97 -0.002
H -2.55 -5.49 -0.32 0.001
H -3.81 -4.64 0.53 -0.017
H -2.07 -4.40 0.94 0.002
H -0.75 -4.21 -1.29 -0.004
H -1.28 -2.96 -2.44 0.004
Al 3.39 0.03 -3.08 0.000
C 3.75 -7.86 1.58 0.000
O 3.82 -7.05 0.40 0.000
H 2.84 -7.59 2.10 0.000
H 3.71 -8.92 1.32 0.000
H 4.61 -7.67 2.23 0.000
H 4.63 -7.29 -0.07 0.000
Br 4.45 -1.83 -1.37 0.000
C 2.04 2.02 -0.16 0.009
Si 1.24 3.42 0.79 0.010
C 2.19 3.64 2.38 -0.037
C -0.52 2.89 1.19 -0.032
N 1.27 4.87 -0.20 -0.890
Si 0.64 6.43 0.25 0.013
C 1.49 7.12 1.77 -0.033
C -1.21 6.36 0.56 -0.021
C 0.94 7.63 -1.15 0.000
H 2.03 1.10 0.42 -0.001
H 1.51 1.84 -1.10 0.000
H 3.08 2.26 -0.39 -0.001
H 2.33 2.66 2.85 -0.001
H 1.67 4.28 3.09 0.004
H 3.18 4.06 2.20 -0.003
H -1.15 2.87 0.29 -0.005
H -0.99 3.56 1.92 0.007
H -0.50 1.89 1.62 0.001
H 1.20 6.60 2.68 0.003
H 1.22 8.17 1.88 0.000
H 2.58 7.06 1.68 -0.004
H -1.73 5.85 -0.26 -0.008
H -1.59 7.38 0.63 -0.004
H -1.45 5.85 1.49 0.005
H 0.44 7.29 -2.07 0.001
H 2.00 7.73 -1.36 0.001
H 0.54 8.61 -0.90 0.000
O -2.81 8.38 2.38 1.010
H -3.51 8.56 1.73 -0.022



Record 3
157
Properties=species:S:1:pos:R:3:lowdin_charge:R:1 method="wB97M-V/def2-TZVPD" total_charge=-1 homo_lumo_gap_ha=0.3869 lumo_ev=1.502 e_above_lowest_kcal_mol=22.9 total_energy_ha=-10265.2085 homo_ev=-9.03
As 5.95 17.53 12.43 0.802
F 5.54 19.24 12.53 -0.258
F 7.57 17.90 11.83 -0.263
F 6.28 15.83 12.33 -0.236
F 4.35 17.16 13.02 -0.245
F 5.39 17.55 10.76 -0.248
F 6.68 17.69 14.02 -0.260
O 4.12 15.54 7.12 -0.269
S 5.52 15.71 7.32 0.633
O 6.28 14.89 8.25 -0.297
O 6.24 15.59 5.86 -0.259
C 7.67 15.34 5.90 -0.259
C 8.13 15.19 4.46 -0.063
C 5.84 17.48 7.65 -0.093
H 7.72 14.36 6.38 0.108
H 8.27 16.02 6.52 0.086
H 8.02 16.10 3.87 0.077
H 7.59 14.42 3.92 0.078
H 9.19 14.95 4.48 0.079
H 5.14 17.96 8.33 0.053
H 5.66 18.02 6.72 0.081
H 6.89 17.52 7.91 0.029
O 6.13 21.44 17.05 -0.274
S 7.50 21.05 16.88 0.623
O 8.60 21.75 17.50 -0.289
O 7.51 19.45 17.22 -0.271
C 8.78 18.80 17.39 -0.270
C 8.54 17.32 17.24 -0.061
C 7.83 20.97 15.12 -0.108
H 9.21 19.17 18.32 0.118
H 9.50 19.06 16.61 0.120
H 7.63 16.94 17.72 0.069
H 9.43 16.71 17.28 0.087
H 8.27 17.17 16.18 0.067
H 7.76 19.92 14.83 0.051
H 8.79 21.30 14.75 0.070
H 6.98 21.48 14.67 0.068
O 8.17 19.29 8.22 -0.289
S 9.51 18.79 8.06 0.624
O 9.72 17.69 7.15 -0.295
O 10.47 20.01 7.69 -0.245
C 11.88 19.77 7.67 -0.273
C 12.52 20.24 6.35 -0.048
C 10.11 18.34 9.75 -0.075
H 12.15 18.73 7.82 0.108
H 12.31 20.36 8.48 0.122
H 12.78 21.29 6.43 0.075
H 11.67 20.19 5.65 0.085
H 13.32 19.61 5.98 0.076
H 9.38 17.71 10.24 0.031
H 10.09 19.33 10.21 0.072
H 11.12 17.93 9.68 0.065
O 7.87 11.59 13.97 -0.288
S 7.15 12.78 14.31 0.619
O 5.83 12.99 13.73 -0.290
O 7.05 12.85 15.94 -0.262
C 6.07 13.78 16.46 -0.249
C 6.47 13.96 17.94 -0.057
C 8.18 14.22 14.00 -0.108
H 5.04 13.44 16.41 0.114
H 6.15 14.71 15.90 0.100
H 5.92 13.38 18.67 0.078
H 6.20 15.00 18.15 0.041
H 7.53 13.90 18.18 0.081
H 9.11 14.21 14.57 0.078
H 7.62 15.13 14.15 0.041
H 8.53 14.21 12.97 0.031
O -0.72 18.09 11.52 -0.262
S 0.45 17.41 11.05 0.620
O 0.56 15.99 11.30 -0.298
O 0.68 17.68 9.47 -0.263
C 1.44 16.73 8.70 -0.279
C 0.65 16.19 7.51 -0.050
C 1.94 18.20 11.66 -0.114
H 1.84 15.90 9.27 0.076
H 2.32 17.29 8.36 0.102
H 1.25 15.51 6.91 0.075
H 0.33 16.96 6.82 0.076
H -0.18 15.66 7.96 0.088
H 2.04 18.01 12.73 0.059
H 1.85 19.27 11.49 0.071
H 2.82 17.80 11.15 0.046
O 1.65 19.57 15.98 -0.309
S 2.99 19.94 16.44 0.647
O 3.30 21.25 16.93 -0.273
O 3.45 18.85 17.58 -0.266
C 2.81 17.56 17.59 -0.269
C 3.92 16.55 17.78 -0.079
C 4.17 19.48 15.17 -0.112
H 2.28 17.39 16.65 0.100
H 2.12 17.49 18.43 0.123
H 3.53 15.56 18.02 0.083
H 4.54 16.91 18.61 0.081
H 4.59 16.46 16.92 0.066
H 3.76 19.75 14.20 0.063
H 4.29 18.40 15.15 0.048
H 5.12 19.92 15.46 0.036
O -0.24 10.73 15.12 -0.298
S 0.62 11.27 14.11 0.610
O 0.23 11.31 12.71 -0.282
O 1.02 12.72 14.67 -0.259
C 1.40 13.74 13.72 -0.241
C 2.16 14.75 14.56 -0.047
C 2.21 10.40 14.23 -0.102
H 0.53 14.18 13.23 0.113
H 1.98 13.35 12.88 0.092
H 1.66 15.13 15.45 0.075
H 2.51 15.60 13.96 0.060
H 3.11 14.31 14.87 0.067
H 2.89 10.78 13.47 0.050
H 2.04 9.34 14.06 0.065
H 2.60 10.57 15.23 0.062
O 2.11 13.41 9.25 -0.261
S 3.23 13.01 10.05 0.624
O 3.12 12.00 11.09 -0.294
O 4.48 12.60 9.13 -0.256
C 5.57 11.92 9.74 -0.267
C 5.48 10.42 9.47 -0.058
C 3.79 14.54 10.78 -0.113
H 5.57 12.09 10.82 0.108
H 6.45 12.37 9.29 0.100
H 5.33 10.23 8.41 0.079
H 4.55 10.03 9.90 0.072
H 6.30 9.82 9.85 0.075
H 4.59 14.35 11.50 0.052
H 2.98 15.18 11.14 0.050
H 4.34 15.13 10.05 0.048
O 12.84 13.15 11.18 -0.271
S 11.45 13.12 11.53 0.617
O 10.98 14.05 12.53 -0.293
O 10.55 13.18 10.19 -0.234
C 9.17 13.49 10.41 -0.257
C 8.91 15.00 10.28 -0.072
C 10.99 11.48 12.10 -0.107
H 8.66 12.99 11.23 0.103
H 8.58 13.13 9.55 0.109
H 9.22 15.44 9.33 0.075
H 9.58 15.54 10.96 0.064
H 7.90 15.31 10.51 0.065
H 11.15 10.76 11.30 0.074
H 9.97 11.51 12.49 0.044
H 11.63 11.12 12.90 0.076
O 7.26 22.15 8.03 -0.286
S 6.19 22.16 8.99 0.605
O 5.61 23.42 9.42 -0.294
O 5.01 21.23 8.39 -0.263
C 3.75 21.15 9.07 -0.260
C 2.77 20.62 8.04 -0.055
C 6.73 21.19 10.39 -0.127
H 3.37 22.09 9.47 0.119
H 3.90 20.52 9.95 0.110
H 3.09 19.69 7.57 0.066
H 2.60 21.31 7.21 0.082
H 1.83 20.37 8.54 0.078
H 7.64 21.65 10.77 0.077
H 6.93 20.17 10.09 0.045
H 6.01 21.33 11.20 0.059



Record 4
54
Properties=species:S:1:pos:R:3:nbo_charge:R:1 method="wB97M-V/def2-TZVPD" homo_lumo_gap_ha=0.3377 lumo_ev=0.731 total_energy_ha=-1313.6753 smiles="COc1ccc(CC(=O)NC[C@@H]2CCCN(Cc3ccc(F)cc3F)C2)cc1" homo_ev=-8.46
C -2.17 -3.65 -0.83 -0.257
O -1.43 -3.29 0.31 -0.512
C -0.12 -2.96 0.15 0.373
C 0.58 -2.68 1.33 -0.281
C 1.91 -2.32 1.28 -0.189
C 2.59 -2.24 0.06 -0.045
C 4.02 -1.78 0.03 -0.514
C 4.03 -0.27 0.26 0.694
O 4.39 0.24 1.30 -0.625
N 3.58 0.43 -0.80 -0.620
C 3.23 1.83 -0.71 -0.222
C 1.71 2.04 -0.73 -0.229
C 1.34 3.52 -0.67 -0.396
C -0.18 3.65 -0.66 -0.397
C -0.78 2.84 0.48 -0.221
N -0.38 1.45 0.35 -0.444
C -1.10 0.58 1.27 -0.228
C -2.52 0.40 0.82 -0.133
C -3.60 0.68 1.65 -0.162
C -4.91 0.49 1.22 -0.304
C -5.13 0.03 -0.06 0.415
F -6.39 -0.15 -0.49 -0.322
C -4.09 -0.26 -0.92 -0.378
C -2.80 -0.07 -0.46 0.492
F -1.78 -0.37 -1.30 -0.329
C 1.05 1.31 0.44 -0.218
C 1.88 -2.52 -1.10 -0.197
C 0.55 -2.88 -1.06 -0.317
H -3.18 -3.86 -0.47 0.203
H -2.21 -2.84 -1.56 0.180
H -1.76 -4.55 -1.30 0.176
H 0.06 -2.75 2.27 0.227
H 2.44 -2.10 2.20 0.225
H 4.48 -2.02 -0.93 0.222
H 4.59 -2.25 0.83 0.241
H 3.18 -0.08 -1.58 0.390
H 3.69 2.37 -1.55 0.195
H 3.66 2.20 0.22 0.232
H 1.30 1.61 -1.65 0.198
H 1.77 4.05 -1.52 0.208
H 1.76 3.96 0.24 0.198
H -0.58 3.27 -1.61 0.204
H -0.47 4.70 -0.56 0.208
H -1.87 2.89 0.44 0.206
H -0.44 3.26 1.45 0.157
H -1.08 0.96 2.31 0.173
H -0.60 -0.39 1.25 0.223
H -3.41 1.04 2.65 0.218
H -5.74 0.71 1.87 0.231
H -4.27 -0.62 -1.92 0.240
H 1.30 0.25 0.40 0.215
H 1.45 1.71 1.40 0.167
H 2.38 -2.47 -2.05 0.205
H 0.04 -3.09 -1.99 0.222



Record 5
69
Properties=species:S:1:pos:R:3:nbo_charge:R:1 method="wB97M-V/def2-TZVPD" homo_lumo_gap_ha="0.2455 / 0.2324" multiplicity=2 lumo_ev="0.018 / 0.016" s_squared=0.760 e_above_lowest_kcal_mol=15.1 total_energy_ha=-4816.8233 homo_ev="-6.66 / -6.31"
V -1.61 -0.15 0.59 0.833
N 1.84 1.06 2.42 -0.479
C 2.49 0.08 1.72 -0.025
C 1.55 -0.53 0.96 -0.076
N 0.33 0.08 1.16 -0.476
C 0.55 1.04 2.04 0.285
C -0.63 1.77 2.50 0.349
N -1.82 1.36 2.10 -0.501
C -2.74 2.23 2.66 -0.061
C -2.09 3.16 3.40 -0.080
N -0.74 2.85 3.29 -0.491
H 2.30 1.77 2.97 0.428
H 3.55 -0.06 1.80 0.237
H 1.68 -1.33 0.26 0.234
H -3.79 2.11 2.48 0.242
H -2.44 3.99 3.98 0.231
H 0.02 3.40 3.66 0.428
O -1.77 1.48 -0.83 -0.693
C -0.89 1.18 -1.95 -0.141
C -0.84 -0.30 -2.21 0.184
C -0.54 -0.80 -3.45 -0.221
C -0.40 -2.17 -3.61 -0.138
C -0.59 -2.99 -2.52 -0.234
C -0.93 -2.43 -1.31 0.049
N -1.05 -1.10 -1.14 -0.505
H -2.69 1.40 -1.10 0.494
H 0.09 1.54 -1.62 0.267
H -1.20 1.73 -2.83 0.201
H -0.38 -0.12 -4.27 0.236
H -0.13 -2.58 -4.58 0.232
H -0.50 -4.07 -2.60 0.230
H -1.11 -3.03 -0.43 0.229
C -6.59 -4.09 2.13 -0.622
C -5.96 -2.92 1.42 -0.066
O -4.56 -2.90 1.79 -0.836
P -3.74 -1.54 1.71 1.709
S -1.86 -2.00 2.19 -0.477
S -4.07 -0.60 0.00 -0.545
O -4.40 -0.62 2.85 -0.849
C -4.14 -0.92 4.24 -0.065
C -5.22 -0.25 5.05 -0.622
H -7.65 -4.15 1.88 0.216
H -6.50 -3.98 3.22 0.211
H -6.11 -5.02 1.84 0.218
H -6.43 -1.98 1.70 0.186
H -6.02 -3.02 0.34 0.192
H -3.15 -0.55 4.49 0.191
H -4.15 -2.00 4.39 0.189
H -5.26 0.82 4.84 0.212
H -5.01 -0.37 6.12 0.217
H -6.20 -0.68 4.84 0.213
S 4.29 -1.08 -4.47 -0.253
C 4.08 0.21 -3.42 -0.113
S 2.60 0.42 -2.58 0.365
C 3.19 1.79 -1.69 -0.108
N 4.43 2.07 -1.99 -0.339
N 4.90 1.18 -2.97 -0.271
C 6.27 1.42 -3.34 0.223
C 7.10 2.05 -2.42 -0.240
C 8.42 2.30 -2.75 -0.207
C 8.93 1.94 -3.99 -0.223
C 8.08 1.33 -4.91 -0.203
C 6.76 1.07 -4.59 -0.246
S 2.13 2.55 -0.56 -0.448
H 6.70 2.35 -1.46 0.244
H 9.06 2.79 -2.02 0.210
H 9.96 2.14 -4.25 0.211
H 8.45 1.05 -5.89 0.212
H 6.11 0.60 -5.31 0.247



Record 6
23
Properties=species:S:1:pos:R:3:nbo_charge:R:1 method="wB97M-V/def2-TZVPD" total_charge=+3 homo_lumo_gap_ha="0.1335 / 0.1230" multiplicity=4 lumo_ev="-14.655 / -14.942" s_squared=3.753 total_energy_ha=-1513.4184 homo_ev="-18.29 / -18.29"
C 0.77 3.45 0.46 -0.340
C -0.49 3.49 0.93 -0.309
H 0.98 3.18 -0.57 0.231
H 1.57 4.00 0.97 0.256
H -1.33 3.26 0.27 0.230
H -0.74 4.06 1.83 0.253
H 0.42 1.89 1.41 0.349
O 0.05 -3.89 -3.26 -0.779
C -0.49 -3.02 -2.53 1.001
O -1.62 -2.54 -2.84 -0.784
O 0.18 -2.58 -1.49 -0.432
C -0.40 -1.52 -0.71 -0.068
C 0.56 -1.25 0.44 -0.530
C 0.03 -0.35 1.47 0.179
C 0.75 0.63 2.13 -0.677
Er -1.83 -4.18 -4.95 2.632
H -1.38 -1.83 -0.34 0.216
H -0.52 -0.63 -1.34 0.212
H 1.55 -0.93 0.10 0.262
H 0.70 -2.19 1.02 0.301
H -1.02 -0.49 1.76 0.229
H 0.43 0.87 3.15 0.297
H 1.84 0.57 2.08 0.273



Record 7
64
Properties=species:S:1:pos:R:3:nbo_charge:R:1 method="wB97M-V/def2-TZVPD" homo_lumo_gap_ha=0.2728 lumo_ev=0.065 e_above_lowest_kcal_mol=264.6 total_energy_ha=-1459.3497 smiles=Oc1ccc(O)cc1.Oc1ccc(O)cc1.CO.CO.CO.CO.CO.CO homo_ev=-7.36
O -3.00 -6.99 -0.96 -0.657
C -2.85 -5.65 -0.76 0.258
C -3.61 -5.03 0.31 -0.226
C -3.30 -3.61 0.61 -0.245
C -2.32 -2.88 -0.10 0.281
O -2.04 -1.55 0.12 -0.702
C -1.58 -3.54 -1.06 -0.242
C -1.81 -4.89 -1.31 -0.267
H -2.88 -7.00 -2.04 0.477
H -4.41 -5.46 0.91 0.227
H -3.64 -3.37 1.45 0.191
H -2.86 -1.02 0.12 0.489
H -0.94 -2.95 -1.49 0.206
H -1.15 -5.50 -1.94 0.209
O 0.03 2.99 -1.13 -0.713
C 0.71 2.22 -0.26 0.285
C 0.14 1.09 0.38 -0.308
C 0.87 0.31 1.35 -0.242
C 2.23 0.85 1.77 0.311
O 3.00 0.17 2.59 -0.689
C 2.71 2.00 1.12 -0.299
C 2.03 2.73 0.16 -0.192
H -0.87 2.53 -1.48 0.516
H -1.11 0.79 0.43 0.229
H 0.71 -0.50 1.85 0.201
H 3.92 0.42 2.71 0.494
H 3.52 2.49 1.26 0.196
H 2.38 3.54 -0.02 0.180
C 4.78 0.73 -1.84 -0.244
O 6.06 0.26 -1.25 -0.757
H 4.31 -0.07 -2.08 0.160
H 5.11 1.26 -2.72 0.186
H 4.12 1.08 -1.12 0.187
H 6.08 -0.75 -1.12 0.465
C 0.60 -0.75 -2.58 -0.270
O -0.17 -0.41 -3.67 -0.704
H 1.39 0.04 -2.62 0.175
H 1.14 -1.70 -2.62 0.159
H 0.21 -0.52 -1.65 0.188
H -0.82 -1.18 -3.68 0.454
C -3.98 3.79 -0.47 -0.261
O -4.48 2.54 -0.93 -0.726
H -4.62 4.59 -0.71 0.155
H -3.14 4.24 -1.12 0.178
H -4.09 3.71 0.54 0.189
H -4.14 2.45 -1.85 0.462
C -1.94 2.80 -3.72 -0.275
O -2.11 1.98 -2.60 -0.742
H -1.80 2.08 -4.69 0.173
H -0.98 3.30 -3.94 0.217
H -2.72 3.46 -3.88 0.166
H -2.68 1.26 -2.86 0.494
C -1.54 2.74 3.36 -0.254
O -0.97 3.56 4.37 -0.719
H -2.45 2.84 3.17 0.161
H -1.08 1.66 3.38 0.160
H -1.34 2.95 2.37 0.182
H -1.64 3.71 5.11 0.470
C 4.84 -1.84 4.44 -0.228
O 4.82 -3.06 5.16 -0.738
H 4.05 -1.34 4.59 0.176
H 4.73 -2.18 3.46 0.155
H 5.74 -1.59 4.57 0.173
H 4.80 -3.81 4.63 0.463



Record 8
6
Properties=species:S:1:pos:R:3:nbo_charge:R:1 method="wB97M-V/def2-TZVPD" homo_lumo_gap_ha=0.4087 lumo_ev=0.498 e_above_lowest_kcal_mol=5.8 total_energy_ha=-1023.0963 smiles="O=C=S.O=C=S" homo_ev=-10.62
O 1.43 0.90 0.60 -0.449
C 1.50 -0.19 0.26 0.419
S 1.72 -1.67 -0.02 0.028
O -0.56 0.81 -0.98 -0.479
C -1.49 0.40 -0.34 0.403
S -2.61 -0.24 0.48 0.079